one) This record from the OMol25 dataset describes C3H5NS in the gas phase. The level of theory is wB97M-V/def2-TZVPD.

Atoms and positions in Å:
C 0.2052 0.6795 -0.0604
C -0.5197 -0.5076 0.0155
C -1.8397 -0.3588 -0.0812
H 3.5880 0.1899 -0.0444
H -0.3952 1.5661 -0.0465
H -0.1247 -1.4614 0.0770
H -2.5243 -1.1587 0.1067
H -2.2270 0.6982 0.0334
N 1.4481 0.8507 0.0344
S 2.3891 -0.4981 -0.0345

The value obtained for the HOMO energy is -8.6 eV. The net charge is 0. The HOMO-LUMO gap is 0.328 hartree. As for the spin multiplicity: 1.

---

two) This record from the OMol25 dataset describes 2 unconnected molecules or ions with the total composition C3H5NS. The level of theory is wB97M-V/def2-TZVPD.

Atoms and positions in Å:
C -1.2029 -1.5289 -0.1640
C 2.2139 -0.8947 0.2227
C -1.5828 0.9998 -0.1252
N -1.3716 -0.3795 -0.1458
S 2.9828 0.4779 -0.0985
H 1.9868 -1.6110 -0.5543
H 1.8854 -1.1394 1.2245
H -1.0327 1.4419 0.7074
H -1.2295 1.4328 -1.0623
H -2.6494 1.2011 -0.0045

The value obtained for the HOMO energy is -8.9 eV. The net charge is 0. The HOMO-LUMO gap is 0.314 hartree. As for the spin multiplicity: 1.

---

Short version: one) is the most stable of them.

---

one) This record from the OMol25 dataset describes C3H5NS in the gas phase. The level of theory is wB97M-V/def2-TZVPD.

Atoms and positions in Å:
C -0.4121 0.7932 -0.2887
C 0.8082 -1.1582 0.1079
C 1.8941 -0.0317 -0.6233
H -0.2840 1.7680 -0.6584
H 0.5579 -2.0144 -0.4700
H 0.3765 -0.9584 1.2997
H 2.8154 -0.6825 -1.2513
H 2.0901 1.0265 -0.1370
N 0.4556 -0.1713 -0.9311
S -1.4054 0.2775 0.7850

The value obtained for the HOMO energy is -8.5 eV. The net charge is 0. The HOMO-LUMO gap is 0.317 hartree. As for the spin multiplicity: 1.

---

two) This record from the OMol25 dataset describes a molecular structure, C3H5NS. The level of theory is wB97M-V/def2-TZVPD.

Atoms and positions in Å:
C 0.4719 0.7053 0.5413
C 0.0973 0.2611 -0.8150
C -0.4309 -1.2109 -0.1609
H -0.2224 1.5512 0.4417
H 1.4455 1.1205 0.5800
H -1.1413 0.8721 -1.1710
H 0.8549 0.2519 -1.7449
H -0.8426 -1.8527 -0.8177
N -0.5819 -1.4450 1.0626
S 0.3495 -0.2535 2.0839

The value obtained for the HOMO energy is -8.7 eV. The net charge is 0. The HOMO-LUMO gap is 0.342 hartree. As for the spin multiplicity: 1.

---

Short version: two) is the most stable of them.

---

one) This record from the OMol25 dataset describes 2 unconnected molecules or ions with the total composition CH5OPS2. The level of theory is wB97M-V/def2-TZVPD.

Atoms and positions in Å:
C -0.4455 -0.9135 0.0910
O -1.3072 -0.0047 0.4839
P -1.5758 1.4608 -0.3121
S 2.8624 0.6713 -0.8051
S 2.1053 0.6010 1.0439
H 0.0993 -0.8386 -0.8316
H -0.3595 -1.7711 0.7360
H -0.2608 1.9341 -0.1620
H -2.0049 2.0479 0.8791
H 3.5796 -0.4724 -0.8240

The value obtained for the HOMO energy (spin up / spin down) is -7.2 / -8.3 eV. The net charge is 0. The HOMO-LUMO gap (spin up / spin down) is 0.210 / 0.319 hartree. As for the spin multiplicity: 1.

---

two) This record from the OMol25 dataset describes 2 unconnected molecules or ions with the total composition CH5OPS2. The level of theory is wB97M-V/def2-TZVPD.

Atoms and positions in Å:
C 2.0561 0.5739 -0.0925
O -1.0084 0.2749 1.3984
P -1.1068 0.1685 -0.1454
S -2.6161 1.2936 -0.6481
S -1.4512 -1.9484 -0.3738
H 2.4496 0.5041 0.8888
H 1.9565 -0.3190 -0.8376
H 2.1741 1.5624 -0.4608
H -0.1812 -0.1138 1.6646
H -2.2726 -1.9962 -1.3934

The value obtained for the HOMO energy (spin up / spin down) is -9.1 / -8.6 eV. The net charge is 0. The HOMO-LUMO gap (spin up / spin down) is 0.262 / 0.288 hartree. As for the spin multiplicity: 1.

---

Short version: two) is the most stable of them.

---

one) This record from the OMol25 dataset describes 2 unconnected molecules or ions with the total composition C9H10ClNO2. The level of theory is wB97M-V/def2-TZVPD.

Atoms and positions in Å:
C 0.2042 -0.4251 -3.0921
C -0.8331 -0.8396 -2.2239
C 1.3972 -0.0967 -2.5602
C -0.6574 -0.9247 -0.8858
C 1.5927 -0.2199 -1.1370
C 0.5954 -0.6044 -0.3231
C -1.5043 1.5221 1.3197
C -0.0642 1.4916 1.7168
C 0.7863 -0.4197 1.2135
N -0.0145 -1.2276 2.1101
O -1.0807 -1.6687 1.7710
O 0.3968 -1.2937 3.2983
Cl 2.4025 -0.2595 1.7628
H -0.0295 -0.2905 -4.1958
H -1.7007 -1.2575 -2.8041
H 2.2786 -0.0443 -3.3018
H -1.4099 -1.3294 -0.2462
H 2.5284 0.0696 -0.6785
H -1.7919 2.3213 0.7054
H -1.8931 0.4612 1.1770
H -2.1481 1.7859 2.2204
H 0.1280 1.2886 2.7732
H 0.8171 1.9610 1.3803

The value obtained for the HOMO energy is -9.1 eV. The net charge is 0. The HOMO-LUMO gap is 0.319 hartree. As for the spin multiplicity: 1.

---

two) This record from the OMol25 dataset describes 2 unconnected molecules or ions with the total composition C9H10ClNO2. The level of theory is wB97M-V/def2-TZVPD.

Atoms and positions in Å:
C 0.7359 -0.6753 -3.0935
C 0.8825 -1.6921 -2.1059
C 0.7249 0.6461 -2.6651
C 1.0812 -1.3652 -0.7526
C 0.8286 1.0419 -1.3675
C 1.0095 0.0039 -0.3460
C -1.3049 -0.3672 2.8069
C 1.2594 0.3092 0.9565
C -1.3091 0.1461 1.4415
N -1.3586 1.4764 1.1573
O -1.1285 2.2146 2.0899
O -1.7206 1.8305 0.0674
Cl -1.8070 -0.7857 0.0678
H 0.3679 -0.9781 -4.0524
H 0.8864 -2.7570 -2.3738
H 0.4376 1.3696 -3.3811
H 0.9974 -2.1455 0.0400
H 0.6806 2.0439 -1.0560
H -1.5832 0.5472 3.3982
H -1.9906 -1.1516 2.9496
H -0.3499 -0.4688 3.1552
H 1.4265 -0.5618 1.6407
H 1.2340 1.3187 1.4230

The value obtained for the HOMO energy (spin up / spin down) is -8.6 / -7.7 eV. The net charge is 0. The HOMO-LUMO gap (spin up / spin down) is 0.274 / 0.222 hartree. As for the spin multiplicity: 1.

---

Short version: one) is the most stable of them.

---

one) This record from the OMol25 dataset describes 5 unconnected molecules or ions with the total composition H10O5. The level of theory is wB97M-V/def2-TZVPD.

Atoms and positions in Å:
O -0.0924 -2.2111 0.6332
H 0.1135 -2.1952 -0.3014
H -0.7567 -2.8947 0.7210
O -0.7327 3.5456 1.2040
H -1.6294 3.4710 1.5304
H -0.6880 4.4228 0.8235
O -0.2297 0.7595 -0.2841
H -0.0568 0.1479 0.4317
H -0.5554 1.5489 0.1482
O -0.6241 0.4796 -2.7118
H -0.3571 0.7115 -1.8223
H -1.5232 0.1648 -2.6181
O 2.5674 -2.6059 0.4103
H 1.9545 -1.9969 0.8222
H 2.6102 -3.3479 1.0134

The value obtained for the HOMO energy (spin up / spin down) is 0.8 / -7.3 eV. The net charge is -1. The HOMO-LUMO gap (spin up / spin down) is 0.085 / 0.396 hartree. As for the spin multiplicity: 2.

---

two) This record from the OMol25 dataset describes 5 unconnected molecules or ions with the total composition H10O5. The level of theory is wB97M-V/def2-TZVPD.

Atoms and positions in Å:
O 5.7891 -0.1112 -0.5836
O -2.2823 1.3424 0.4827
O -11.1855 -1.3471 0.4779
O 4.3933 0.8778 2.8497
O 3.1882 -0.7017 -3.4834
H 5.7734 0.6430 0.0110
H -1.6615 0.7313 0.2173
H -10.7851 -2.1762 0.3245
H 5.1728 1.4536 2.8453
H 3.8710 -0.2290 -2.9511
H 5.1393 -0.6768 -0.0609
H -2.6964 0.8558 1.1612
H -10.6741 -0.7884 -0.1137
H 3.7239 1.1114 3.5300
H 2.9142 -1.4061 -2.9094

The value obtained for the HOMO energy (spin up / spin down) is 0.8 / -7.1 eV. The net charge is -1. The HOMO-LUMO gap (spin up / spin down) is 0.049 / 0.338 hartree. As for the spin multiplicity: 2.

---

Short version: one) is the most stable of them.

---

one) This record from the OMol25 dataset describes a gas-phase ion, C6H7N2O2S (charge +1). The level of theory is wB97M-V/def2-TZVPD.

Atoms and positions in Å:
C 2.5408 -0.9837 0.5227
C 2.7678 -0.6906 -0.7612
C -1.1161 -0.3589 -0.2341
C 1.2914 -0.5136 1.0675
C 0.4137 0.2471 0.0974
C -3.2534 0.5929 -0.5024
N 0.4362 2.6489 0.2365
N 0.2971 1.5441 0.2155
O -1.4184 -1.4961 -0.3084
O -1.8303 0.7574 -0.5512
S 1.6417 0.2290 -1.7043
H 3.2044 -1.5291 1.0576
H 3.7222 -0.9786 -1.2693
H 0.6820 -1.3459 1.5938
H 1.5005 0.2069 1.8486
H -3.8298 0.9284 -1.3379
H -3.4756 1.1917 0.3627
H -3.5739 -0.4497 -0.3336

The value obtained for the HOMO energy is -13.1 eV. The net charge is +1. The HOMO-LUMO gap is 0.245 hartree. As for the spin multiplicity: 1.

---

two) This record from the OMol25 dataset describes a gas-phase ion, C6H7N2O2S (charge +1). The level of theory is wB97M-V/def2-TZVPD.

Atoms and positions in Å:
C 1.4189 2.1731 -0.2166
C 2.0777 0.8760 -0.2051
C -0.1243 0.4403 0.0722
C 1.7430 -1.3965 0.0020
C 3.0672 -1.3913 -0.2124
C -1.5157 -0.1674 -0.1198
N 1.1118 -0.1026 -0.0237
N 0.1130 1.7957 -0.0622
O 4.4827 0.5460 0.9774
O -2.5069 0.7424 0.1709
S 3.8433 0.2481 -0.3421
H 1.7013 3.0894 -0.4795
H 1.2883 -2.3434 -0.1506
H 3.5852 -2.3019 -0.0329
H -1.5630 -0.5267 -1.2451
H -1.5817 -1.0792 0.5250
H -0.6550 2.5362 0.0677
H -3.0172 0.4672 0.9880

The value obtained for the HOMO energy is -13.6 eV. The net charge is +1. The HOMO-LUMO gap is 0.333 hartree. As for the spin multiplicity: 1.

---

Short version: two) is the most stable of them.

---

one) This record from the OMol25 dataset describes 2 unconnected molecules or ions with the total composition C7H9N3O. The level of theory is wB97M-V/def2-TZVPD.

Atoms and positions in Å:
C -1.9431 1.7972 -0.2502
C -0.8807 1.4663 -1.0339
C -1.5700 -0.2608 0.1625
C -0.5279 -2.4554 -0.0807
C 0.3321 -1.8868 -0.9596
C -1.5670 -1.6647 0.6313
C 2.2274 1.3170 0.3260
N -2.3604 0.7155 0.4817
N -0.6330 0.1415 -0.7788
N 0.3202 -0.5864 -1.3082
O 2.0035 0.0021 0.2684
H -2.4407 2.7410 -0.1563
H -0.2930 2.0203 -1.7343
H -0.4762 -3.5115 0.1311
H 1.1079 -2.4540 -1.4494
H -1.3722 -1.6908 1.7114
H -2.5603 -2.1115 0.5033
H 1.3016 1.9053 0.4864
H 2.7709 1.7111 -0.5506
H 2.8563 1.5150 1.2161

The value obtained for the HOMO energy (spin up / spin down) is -8.0 / -8.9 eV. The net charge is 0. The HOMO-LUMO gap (spin up / spin down) is 0.256 / 0.291 hartree. As for the spin multiplicity: 1.

---

two) This record from the OMol25 dataset describes C7H9N3O in the gas phase. The level of theory is wB97M-V/def2-TZVPD.

Atoms and positions in Å:
C -2.3048 1.0186 0.2030
C -3.8880 -0.4742 0.2087
C -1.7855 -0.3730 -0.2124
C 1.4678 -0.1906 0.8311
C 0.6025 0.1318 -0.4145
C -0.5450 -0.7613 -0.5401
C 4.3223 0.1057 -0.4074
N -3.6926 0.7663 0.2609
N 2.6895 -0.4366 1.0537
N 3.5320 -0.7324 0.1014
O -2.8483 -1.2264 -0.2335
H -2.0538 1.2817 1.1499
H -4.8320 -1.0671 0.3711
H 1.0553 -0.1517 1.8298
H 0.0496 1.0045 -0.2574
H 1.2659 0.1528 -1.2628
H -0.3481 -1.7136 -0.8828
H 5.0591 -0.2883 -1.1201
H -2.0881 1.7030 -0.6125
H 4.3424 1.2508 -0.0661

The value obtained for the HOMO energy is -8.7 eV. The net charge is 0. The HOMO-LUMO gap is 0.350 hartree. As for the spin multiplicity: 1.

---

Short version: two) is the most stable of them.

---

one) This record from the OMol25 dataset describes a molecular structure, HIN3P3. The level of theory is wB97M-V/def2-TZVPD.

Atoms and positions in Å:
N -0.7324 -0.2833 1.7393
N 0.4075 1.7429 0.3144
N 0.1313 2.4110 2.7070
P -1.4009 0.3806 2.9227
P 0.3522 3.0092 1.2127
P 0.5613 0.1355 0.6612
I -0.3426 3.6942 4.1621
H -0.1253 -0.5156 -0.3989

The value obtained for the HOMO energy is -8.5 eV. The net charge is 0. The HOMO-LUMO gap is 0.255 hartree. As for the spin multiplicity: 1.

---

two) This record from the OMol25 dataset describes a molecular structure, HIN3P3. The level of theory is wB97M-V/def2-TZVPD.

Atoms and positions in Å:
N -1.5395 0.5465 0.5304
N -0.7444 -1.7393 -0.3635
N 1.3262 -0.4103 -0.4086
P -1.2173 2.0687 0.3679
P -1.7937 -1.0983 0.6171
P 0.6295 -1.5470 -1.2228
I 3.3750 -0.0284 -0.9275
H -0.0359 2.2081 1.4070

The value obtained for the HOMO energy is -8.9 eV. The net charge is 0. The HOMO-LUMO gap is 0.270 hartree. As for the spin multiplicity: 1.

---

Short version: one) is the most stable of them.